C10H36BClFeO29 | the ωB97M-V functional and the def2-TZVPD basis

```
78
Properties=species:S:1:pos:R:3:lowdin_spin:R:1
Fe 0.0977 -0.4085 -1.1880 3.758
Cl -0.2101 -2.5742 -2.4467 0.043
O -3.8292 -2.1313 8.8736 0.000
C -3.3744 -1.4790 7.8898 0.000
O -2.5196 -1.9585 7.0166 0.000
B -2.2202 -0.8541 6.0836 0.000
O -2.9466 0.3638 6.5394 0.000
C -3.6360 0.0535 7.5673 0.000
O -4.5814 0.5933 8.1343 0.000
O -2.5636 -1.1602 4.6463 0.000
C -1.4815 -1.0040 3.8312 0.000
O -1.4295 -1.0382 2.6024 0.000
C -0.2992 -0.7027 4.7968 0.000
O -0.7330 -0.5930 6.0100 0.000
O 0.8275 -0.5254 4.4756 0.000
C -0.1227 3.7626 -0.6218 0.002
C -0.4266 4.7505 -1.5433 0.000
C -0.8949 4.3287 -2.9713 0.000
O -1.1278 5.2646 -3.8656 -0.005
C -1.0813 3.0161 -3.3666 0.001
C -0.7897 1.9958 -2.4112 0.006
C -0.0737 2.4080 -1.0266 0.005
O 0.4221 1.5079 -0.3599 0.044
O -0.7363 0.7978 -2.6429 0.043
O -0.4260 5.9622 -1.1225 0.000
H 0.1031 4.0849 0.3839 0.000
H -1.6398 2.7343 -4.2471 0.000
O -1.7591 -0.4222 -0.1731 0.029
H -2.6298 -0.6267 -0.5142 0.002
H -1.7514 -0.7995 0.7066 0.001
O 1.1067 -1.8866 -5.3399 0.000
H 0.6364 -2.1798 -4.5595 0.001
H 0.5678 -2.1870 -6.0718 0.000
O 2.3756 -4.5877 -2.3032 0.001
H 2.4965 -4.3320 -1.3887 0.000
H 1.9151 -3.8484 -2.7002 0.000
O -1.0982 -3.9780 0.4873 0.000
H -0.8915 -3.9912 -0.4472 0.000
H -0.3756 -4.4515 0.8996 0.000
O 2.1952 -3.6634 1.5049 0.001
H 3.0239 -3.9261 1.1045 0.000
H 2.0724 -4.2783 2.2281 0.000
O 3.1448 2.4078 -4.1588 0.000
H 2.6152 3.1390 -4.4767 0.000
H 2.7874 1.6405 -4.6056 0.000
O 2.9406 2.5738 1.4705 0.000
H 2.4872 3.3084 1.8841 0.000
H 2.3498 2.2888 0.7735 0.000
O -3.2348 -3.4152 -1.7106 0.000
H -3.5846 -2.5281 -1.7937 0.000
H -2.2925 -3.2919 -1.5964 0.000
O 3.2452 2.4011 -1.4864 0.001
H 3.4671 3.2763 -1.1684 0.000
H 3.3617 2.4537 -2.4350 0.000
O 1.1285 0.6821 -5.3609 0.000
H 0.6936 0.6886 -4.5082 0.000
H 1.2992 -0.2433 -5.5362 0.000
O 4.3685 0.0882 1.6037 0.000
H 4.0002 0.9621 1.4740 0.000
H 3.7049 -0.3790 2.1112 0.000
O -3.7105 1.9948 -0.4212 0.000
H -2.7636 2.1174 -0.4886 0.000
H -3.8806 1.9519 0.5197 0.000
O 2.0870 -0.1273 -1.7035 0.031
H 2.7991 -0.7639 -1.6414 0.002
H 2.5175 0.7234 -1.6185 0.001
O 3.8752 -1.9129 -0.6859 0.001
H 4.3840 -2.6442 -0.3357 0.000
H 4.1911 -1.1484 -0.2043 0.000
O -4.0083 -0.7334 -2.0113 0.000
H -4.7918 -0.7269 -1.4615 0.000
H -4.1109 0.0265 -2.5842 0.000
O 0.8910 -1.2737 0.7040 0.029
H 1.7538 -1.6856 0.6582 0.000
H 0.4915 -1.6406 1.4927 0.001
O -1.8113 2.4246 1.6977 0.000
H -1.1004 2.0396 1.1854 0.000
H -1.4861 3.2896 1.9474 0.000
```

**<S²>**: 6.01
**Spin multiplicity**: 5
**Net charge**: -2
**Orbital gap (alpha / beta)**: 5.8 / 5.8 eV
**Electronic energy**: -117930.634 eV